Formula: C38H114N15O9P5S4
Source: the OMol25 dataset
Level of theory: ωB97M-V/def2-TZVPD

Each line ends with the Löwdin charge.
Positions of all 185 atoms, in Å:
1 O 4.5535 -4.6713 -14.7980  -0.2879
2 P 3.6500 -5.7824 -15.1206  0.5861
3 N 2.2158 -5.7652 -14.1668  -0.3291
4 C 2.4001 -5.9505 -12.7192  -0.1071
5 C 0.9965 -5.0491 -14.6492  -0.0890
6 N 4.2389 -7.3618 -14.7624  -0.3268
7 C 5.7116 -7.6641 -14.9433  -0.0712
8 C 3.4847 -8.5589 -14.7724  -0.1714
9 N 3.1632 -5.9389 -16.7816  -0.3098
10 C 1.9441 -6.7563 -17.0898  -0.1269
11 C 3.5076 -5.0121 -17.8107  -0.1361
12 H 1.6173 -6.7062 -12.6542  0.0807
13 H 2.3379 -5.0512 -12.1064  0.0812
14 H 3.3849 -6.3376 -12.4576  0.0753
15 H 0.1973 -5.5862 -14.1384  0.0825
16 H 0.9038 -5.0528 -15.7352  0.0503
17 H 0.9757 -3.9724 -14.4807  0.0772
18 H 5.8872 -8.7301 -15.0883  0.0728
19 H 6.1454 -7.0236 -15.7112  0.0734
20 H 6.0364 -7.4489 -13.9253  0.0768
21 H 3.4666 -9.0523 -15.7441  0.0837
22 H 3.7535 -9.2200 -13.9485  0.0875
23 H 2.4666 -8.2630 -14.5196  0.0601
24 H 1.4575 -7.3404 -16.3087  0.0695
25 H 1.2201 -6.1398 -17.6226  0.0735
26 H 2.2692 -7.5132 -17.8036  0.0767
27 H 2.7495 -4.2298 -17.7740  0.0833
28 H 3.5465 -5.4893 -18.7899  0.0827
29 H 4.5414 -4.7036 -17.6551  0.0819
30 O -5.2248 -9.7021 -5.7708  -0.2783
31 P -4.2493 -10.7289 -6.0555  0.5914
32 N -4.9220 -12.2707 -5.7972  -0.3130
33 C -6.2818 -12.6248 -5.5829  -0.1383
34 C -4.1381 -13.5132 -6.1173  -0.1029
35 N -2.8782 -10.7228 -4.9246  -0.2923
36 C -1.8686 -9.6281 -5.0567  -0.1050
37 C -3.0763 -11.3536 -3.5899  -0.1140
38 N -3.6406 -10.6556 -7.6827  -0.3174
39 C -2.4439 -11.3865 -8.0737  -0.1039
40 C -4.5472 -10.2987 -8.7008  -0.1518
41 H -6.8770 -11.8030 -5.1848  0.0802
42 H -6.3973 -13.4838 -4.9220  0.0820
43 H -6.7014 -12.7479 -6.5813  0.0829
44 H -4.5513 -14.3164 -5.5072  0.0728
45 H -3.0831 -13.3662 -5.8862  0.0691
46 H -4.2482 -13.8136 -7.1593  0.0718
47 H -1.5541 -9.2429 -4.0867  0.0803
48 H -1.0523 -10.0856 -5.6157  0.0553
49 H -2.1836 -8.8667 -5.7702  0.0735
50 H -3.3027 -12.4184 -3.6467  0.0593
51 H -2.1377 -11.3249 -3.0365  0.0744
52 H -3.8460 -10.8858 -2.9760  0.0777
53 H -2.0313 -10.9617 -8.9888  0.0854
54 H -1.7876 -11.3647 -7.2037  0.0590
55 H -2.7817 -12.4008 -8.2863  0.0640
56 H -5.2774 -9.6326 -8.2412  0.0731
57 H -5.2053 -11.1108 -9.0099  0.0777
58 H -4.1381 -9.8471 -9.6046  0.0871
59 O 1.6236 6.9487 -9.9838  -0.2892
60 P 2.3375 5.8458 -9.3120  0.6149
61 N 2.2642 5.8973 -7.5790  -0.3185
62 C 1.3469 5.2153 -6.7546  -0.1465
63 C 3.1929 6.7622 -6.9270  -0.1355
64 N 4.0815 5.6591 -9.7208  -0.3035
65 C 4.9349 6.8799 -9.8709  -0.1149
66 C 4.6411 4.4645 -10.3286  -0.1320
67 N 1.6713 4.3714 -9.6157  -0.3290
68 C 0.6153 4.1802 -10.5392  -0.1313
69 C 2.1331 3.0942 -8.9624  -0.1008
70 H 0.8078 5.9468 -6.1525  0.0827
71 H 1.7693 4.5928 -5.9658  0.0815
72 H 0.6941 4.5901 -7.3638  0.0699
73 H 3.3301 7.7040 -7.4583  0.0682
74 H 4.1616 6.2656 -6.9818  0.0766
75 H 2.9561 7.0140 -5.8933  0.0875
76 H 5.8679 6.6154 -9.3732  0.0792
77 H 5.0563 7.3512 -10.8461  0.0797
78 H 4.4772 7.6232 -9.2181  0.0479
79 H 5.0918 4.0015 -9.4507  0.0803
80 H 3.9210 3.8410 -10.8584  0.0688
81 H 5.3512 4.7797 -11.0931  0.0791
82 H -0.3764 4.3243 -10.1103  0.0894
83 H 0.6235 4.9428 -11.3180  0.0779
84 H 0.8179 3.2774 -11.1155  0.0864
85 H 1.2994 2.8010 -8.3244  0.0672
86 H 2.9431 3.0549 -8.2341  0.0859
87 H 2.2474 2.2821 -9.6804  0.0782
88 O 14.9914 -0.8836 -15.0026  -0.3273
89 P 14.9319 -0.3679 -16.4028  0.6200
90 N 13.5882 0.7588 -16.6534  -0.2827
91 C 12.1628 0.2152 -16.8150  -0.0961
92 C 13.4476 2.1466 -16.0489  -0.1247
93 N 14.4235 -1.5418 -17.5756  -0.3213
94 C 14.2350 -1.0612 -18.9746  -0.1268
95 C 14.6715 -2.9615 -17.3478  -0.1214
96 N 16.4093 0.2107 -17.0763  -0.2811
97 C 16.7529 1.7155 -17.1119  -0.0804
98 C 17.6341 -0.6313 -17.3087  -0.1004
99 H 11.9144 -0.3144 -15.8953  0.0784
100 H 12.0444 -0.5338 -17.5980  0.0536
101 H 11.4681 1.0157 -17.0694  0.0762
102 H 13.0870 2.7320 -16.8947  0.0768
103 H 14.2343 2.5990 -15.4451  0.0681
104 H 12.6600 2.1734 -15.2958  0.0659
105 H 14.1116 0.0035 -19.1729  0.0733
106 H 15.0233 -1.5426 -19.5533  0.0718
107 H 13.2974 -1.3734 -19.4346  0.0652
108 H 15.4415 -3.1623 -16.6029  0.0669
109 H 13.7225 -3.3544 -16.9830  0.0796
110 H 15.0643 -3.4847 -18.2196  0.0775
111 H 15.9501 2.3078 -16.6727  0.0402
112 H 17.7567 1.9500 -16.7575  0.0680
113 H 16.8900 2.0697 -18.1336  0.0674
114 H 18.0233 -0.7128 -18.3236  0.0762
115 H 17.3720 -1.6514 -17.0280  0.0615
116 H 18.4600 -0.3699 -16.6472  0.0760
117 O -3.5737 -6.5060 -29.2750  -0.3018
118 P -4.4003 -5.2997 -28.9300  0.5991
119 N -4.1792 -3.9623 -29.9591  -0.2937
120 C -2.9075 -3.2552 -29.5820  -0.0972
121 C -4.5466 -4.0405 -31.3630  -0.1239
122 N -4.3592 -4.8579 -27.3193  -0.3181
123 C -4.8714 -3.6247 -26.8561  -0.1650
124 C -3.4744 -5.4253 -26.2851  -0.0726
125 N -6.1209 -5.5463 -29.2681  -0.3016
126 C -7.2622 -4.7140 -28.8324  -0.1217
127 C -6.4773 -6.7608 -30.0030  -0.1308
128 H -3.0643 -2.4970 -28.8148  0.0664
129 H -2.2653 -3.0126 -30.4287  0.0848
130 H -2.2551 -3.9603 -29.0668  0.0593
131 H -3.9643 -4.8007 -31.8838  0.0801
132 H -4.2387 -3.1667 -31.9372  0.0767
133 H -5.6107 -4.1678 -31.5618  0.0740
134 H -5.5558 -3.2561 -27.6202  0.0630
135 H -5.4178 -3.7022 -25.9162  0.0881
136 H -4.0750 -2.8978 -26.6968  0.0820
137 H -3.5170 -6.5140 -26.3177  0.0811
138 H -2.4880 -5.0617 -26.5730  0.0859
139 H -3.9043 -5.1490 -25.3222  0.0829
140 H -7.3168 -3.7098 -29.2525  0.0700
141 H -8.1646 -5.2552 -29.1168  0.0694
142 H -7.3454 -4.5674 -27.7555  0.0619
143 H -6.3934 -6.6699 -31.0859  0.0678
144 H -7.4953 -7.0862 -29.7888  0.0727
145 H -5.7155 -7.4419 -29.6239  0.0611
146 C 4.6667 1.7310 -23.1446  -0.2371
147 S 4.5631 0.5240 -24.6301  0.8540
148 O 3.0268 0.2866 -24.8236  -0.6078
149 C 5.0808 1.6834 -26.0074  -0.2576
150 H 3.9518 2.5498 -23.0634  0.0541
151 H 5.7040 2.0657 -23.1465  0.0313
152 H 4.5873 1.0916 -22.2654  0.0320
153 H 5.0763 1.0719 -26.9097  0.0409
154 H 6.0202 2.2074 -25.8311  0.0431
155 H 4.3416 2.4842 -26.0284  0.0472
156 C 6.8697 -15.4825 -14.8271  -0.2711
157 S 8.4042 -16.3116 -14.2955  0.8315
158 O 9.2852 -15.9862 -15.4810  -0.5860
159 C 8.9748 -15.1901 -12.9419  -0.2523
160 H 6.1686 -15.2825 -14.0167  0.0478
161 H 6.5161 -16.0927 -15.6582  0.0447
162 H 7.0970 -14.4936 -15.2251  0.0536
163 H 9.6143 -14.4023 -13.3401  0.0544
164 H 9.4382 -15.8074 -12.1723  0.0357
165 H 8.1720 -14.6594 -12.4301  0.0417
166 C 6.8392 -13.3565 -6.5388  -0.2353
167 S 5.0496 -13.2795 -7.0898  0.8358
168 O 5.0864 -13.5929 -8.6014  -0.5974
169 C 4.1861 -14.7384 -6.4649  -0.2840
170 H 7.2608 -12.6281 -7.2314  0.0422
171 H 7.2840 -14.3229 -6.7762  0.0482
172 H 6.8759 -13.2016 -5.4605  0.0443
173 H 4.4206 -15.6535 -7.0087  0.0534
174 H 3.1173 -14.5908 -6.6192  0.0453
175 H 4.4024 -15.0345 -5.4384  0.0476
176 C 11.5519 -3.2387 -10.8630  -0.2346
177 S 11.1439 -1.9932 -9.4953  0.8501
178 O 12.1126 -2.3240 -8.3554  -0.5850
179 C 11.6122 -0.4396 -10.3151  -0.2923
180 H 10.8835 -4.0448 -10.5605  0.0265
181 H 12.5290 -3.6921 -11.0297  0.0557
182 H 11.2367 -2.8245 -11.8206  0.0353
183 H 11.4031 0.4113 -9.6669  0.0412
184 H 11.1263 -0.3297 -11.2846  0.0463
185 H 12.6678 -0.2002 -10.4440  0.0566

Results
**E**: -6314.0345 Eh
**LUMO energy**: 0.300 eV
**Orbital gap**: 8.44 eV
**HOMO energy**: -8.14 eV
**ΔE to the lowest compared entry with this formula, charge and spin**: 182.4 kcal/mol
**Multiplicity**: 1